DFT (the ωB97M-V functional and the def2-TZVPD basis) results for a cluster of 2 separate species, C4H8NO in total.

Calculated values
Energy above the lowest of the compared OMol25 structures with the same formula, charge and spin (kcal per mole): 145.9
HOMO-LUMO gap (spin up / spin down) (eV): 8.142 / 8.143
Maximum force (eV/A): 6.459
Total charge: +1

Cartesian coordinates (Å):
C  -0.06  2.56  -1.82
C  -0.56  -1.10  1.03
C  -0.59  -0.36  -0.28
C  0.25  0.87  -0.08
N  0.18  1.85  -0.94
O  2.06  0.48  -1.26
H  0.03  3.00  -2.74
H  -1.09  -2.03  1.11
H  -1.01  -0.51  1.95
H  0.31  -1.49  1.29
H  -1.55  -0.15  -0.52
H  -0.14  -1.18  -1.04
H  0.88  1.13  0.79
H  2.73  0.61  -0.69

List of natural (NBO) charges in e, atom by atom: number 1, C, carries 0.489; number 2, C, carries -0.625; number 3, C, carries -0.486; number 4, C, carries 0.257; number 5, N, carries -0.220; number 6, O, carries -0.693; number 7, H, carries 0.284; number 8, H, carries 0.257; number 9, H, carries 0.218; number 10, H, carries 0.226; number 11, H, carries 0.248; number 12, H, carries 0.313; number 13, H, carries 0.286; number 14, H, carries 0.444

DFT (the ωB97M-V functional and the def2-TZVPD basis) results for a structure of composition C43H36BrCl2GeNOOs.

Calculated values
⟨S²⟩: 0.95
Energy above the lowest of the compared OMol25 structures with the same formula, charge and spin (kcal per mole): 46.5
HOMO-LUMO gap (spin up / spin down) (eV): 4.699 / 5.390
Maximum force (eV/A): 2.781
2S+1: 2
Total charge: +1

Cartesian coordinates (Å):
Os  -1.46  1.09  -0.41
Br  -0.27  3.34  -0.32
C  -1.87  4.39  -0.17
C  -1.77  5.74  -0.28
C  -2.95  6.49  -0.08
C  -4.12  5.86  0.25
C  -4.18  4.45  0.38
C  -5.37  3.79  0.79
C  -5.39  2.44  0.93
C  -4.24  1.66  0.62
C  -3.06  2.23  0.19
C  -3.03  3.67  0.12
H  -0.83  6.22  -0.49
H  -2.91  7.57  -0.17
H  -5.01  6.44  0.43
H  -6.25  4.39  1.01
H  -6.29  1.94  1.27
H  -4.32  0.58  0.70
C  2.24  1.27  -1.84
Ge  2.12  0.33  -0.17
C  3.06  -1.32  -0.07
C  3.68  -1.87  -1.19
C  4.32  -3.10  -1.10
C  4.34  -3.78  0.11
C  3.73  -3.23  1.23
C  3.10  -2.00  1.15
C  2.27  1.38  1.43
C  1.21  1.52  2.28
C  1.32  2.29  3.47
C  2.49  2.90  3.77
C  3.63  2.77  2.93
C  4.86  3.39  3.25
C  5.94  3.26  2.44
C  5.85  2.50  1.25
C  4.67  1.89  0.91
C  3.52  2.00  1.74
H  3.09  0.89  -2.41
H  2.39  2.33  -1.66
H  1.33  1.11  -2.43
H  3.66  -1.36  -2.15
H  4.80  -3.53  -1.97
H  4.83  -4.75  0.18
H  3.75  -3.77  2.18
H  2.63  -1.57  2.03
H  0.27  1.04  2.07
H  0.46  2.39  4.12
H  2.58  3.50  4.68
H  4.92  3.98  4.16
H  6.88  3.74  2.70
H  6.71  2.40  0.61
H  4.64  1.30  0.00
Cl  -2.34  1.66  -3.08
C  -3.54  0.42  -2.96
C  -4.49  0.28  -3.93
C  -5.41  -0.76  -3.80
C  -5.36  -1.65  -2.73
C  -4.37  -1.50  -1.78
Cl  -4.29  -2.61  -0.46
C  -3.44  -0.45  -1.85
N  -2.51  -0.30  -0.87
H  -4.52  0.95  -4.78
H  -6.18  -0.88  -4.55
H  -6.07  -2.45  -2.64
C  0.45  -6.64  -1.13
C  0.25  -5.21  -0.71
C  0.26  -4.18  -1.63
C  0.08  -2.85  -1.28
C  -0.01  -1.82  -2.38
C  -0.08  -2.53  0.10
C  -0.08  -1.22  0.61
O  0.31  -0.12  -0.12
C  -0.18  -3.59  1.05
C  -0.43  -3.31  2.51
C  0.00  -4.89  0.63
H  0.89  -6.71  -2.12
H  -0.51  -7.17  -1.16
H  1.09  -7.18  -0.43
H  0.39  -4.42  -2.69
H  -0.22  -2.31  -3.32
H  0.93  -1.27  -2.51
H  -0.79  -1.09  -2.19
H  -0.27  -1.02  1.65
H  -1.32  -2.69  2.65
H  0.41  -2.78  2.98
H  -0.58  -4.24  3.06
H  -0.05  -5.69  1.37

List of Löwdin charges in e, atom by atom: number 1, Os, carries 1.039; number 2, Br, carries 0.890; number 3, C, carries -0.542; number 4, C, carries -0.108; number 5, C, carries -0.063; number 6, C, carries -0.018; number 7, C, carries -0.160; number 8, C, carries -0.028; number 9, C, carries -0.063; number 10, C, carries -0.111; number 11, C, carries -0.308; number 12, C, carries -0.248; number 13, H, carries 0.108; number 14, H, carries 0.111; number 15, H, carries 0.119; number 16, H, carries 0.117; number 17, H, carries 0.109; number 18, H, carries 0.082; number 19, C, carries -0.177; number 20, Ge, carries 0.911; number 21, C, carries -0.277; number 22, C, carries -0.095; number 23, C, carries -0.067; number 24, C, carries -0.065; number 25, C, carries -0.064; number 26, C, carries -0.097; number 27, C, carries -0.229; number 28, C, carries -0.133; number 29, C, carries -0.057; number 30, C, carries -0.015; number 31, C, carries -0.156; number 32, C, carries -0.025; number 33, C, carries -0.065; number 34, C, carries -0.062; number 35, C, carries -0.043; number 36, C, carries -0.165; number 37, H, carries 0.034; number 38, H, carries 0.025; number 39, H, carries 0.023; number 40, H, carries 0.098; number 41, H, carries 0.110; number 42, H, carries 0.110; number 43, H, carries 0.111; number 44, H, carries 0.107; number 45, H, carries 0.060; number 46, H, carries 0.112; number 47, H, carries 0.120; number 48, H, carries 0.118; number 49, H, carries 0.110; number 50, H, carries 0.110; number 51, H, carries 0.095; number 52, Cl, carries 0.735; number 53, C, carries -0.575; number 54, C, carries -0.095; number 55, C, carries -0.062; number 56, C, carries -0.099; number 57, C, carries -0.615; number 58, Cl, carries 0.710; number 59, C, carries -0.456; number 60, N, carries -0.173; number 61, H, carries 0.113; number 62, H, carries 0.113; number 63, H, carries 0.110; number 64, C, carries -0.022; number 65, C, carries -0.211; number 66, C, carries 0.016; number 67, C, carries -0.141; number 68, C, carries -0.009; number 69, C, carries -0.126; number 70, C, carries -0.081; number 71, O, carries -0.452; number 72, C, carries -0.176; number 73, C, carries -0.022; number 74, C, carries 0.013; number 75, H, carries 0.084; number 76, H, carries 0.099; number 77, H, carries 0.090; number 78, H, carries 0.129; number 79, H, carries 0.095; number 80, H, carries 0.071; number 81, H, carries 0.040; number 82, H, carries 0.109; number 83, H, carries 0.096; number 84, H, carries 0.088; number 85, H, carries 0.088; number 86, H, carries 0.130

DFT (the ωB97M-V functional and the def2-TZVPD basis) results for a cluster of 2 separate species, C9H14O in total.

Calculated values
Energy above the lowest of the compared OMol25 structures with the same formula, charge and spin (kcal per mole): 19.8
Structure (SMILES): Cc1ccccc1.CCO
HOMO-LUMO gap (eV): 10.013
Maximum force (eV/A): 1.942

Cartesian coordinates (Å):
C  0.32  2.37  2.24
C  -0.07  -0.06  2.76
C  -0.08  0.98  1.85
C  -0.46  -1.36  2.48
C  -0.76  0.75  0.66
C  -1.15  -1.59  1.29
C  -1.30  -0.52  0.44
H  0.29  0.11  3.78
H  -0.44  -2.13  3.25
H  1.38  2.56  2.18
H  0.05  2.60  3.26
H  -0.76  1.47  -0.15
H  -1.53  -2.56  0.99
H  -1.91  -0.66  -0.44
H  -0.21  3.09  1.63
C  1.19  -0.14  -2.92
C  -0.18  -0.76  -2.95
O  2.23  -0.98  -2.38
H  1.59  0.35  -3.81
H  1.17  0.66  -2.19
H  -0.81  0.02  -3.40
H  2.42  -1.71  -3.00
H  -0.62  -0.85  -1.97
H  -0.37  -1.64  -3.57

List of natural (NBO) charges in e, atom by atom: number 1, C, carries -0.631; number 2, C, carries -0.217; number 3, C, carries -0.003; number 4, C, carries -0.197; number 5, C, carries -0.220; number 6, C, carries -0.221; number 7, C, carries -0.208; number 8, H, carries 0.204; number 9, H, carries 0.213; number 10, H, carries 0.221; number 11, H, carries 0.218; number 12, H, carries 0.209; number 13, H, carries 0.216; number 14, H, carries 0.202; number 15, H, carries 0.214; number 16, C, carries -0.071; number 17, C, carries -0.645; number 18, O, carries -0.726; number 19, H, carries 0.166; number 20, H, carries 0.177; number 21, H, carries 0.209; number 22, H, carries 0.459; number 23, H, carries 0.223; number 24, H, carries 0.209

DFT (the ωB97M-V functional and the def2-TZVPD basis) results for a structure of composition C34H39ClN4O2P2Pb.

Calculated values
Energy above the lowest of the compared OMol25 structures with the same formula, charge and spin (kcal per mole): 105.2
HOMO-LUMO gap (spin up / spin down) (eV): 4.479 / 3.859
Maximum force (eV/A): 4.519

Cartesian coordinates (Å):
Pb  -2.31  -1.59  2.12
C  -4.19  -2.55  0.93
C  -3.80  -2.33  -0.37
C  -4.37  -1.22  -1.17
C  -4.50  0.12  -0.40
C  -3.54  0.37  0.71
C  -3.90  0.22  2.07
C  -4.86  -0.79  2.65
C  -5.34  -1.82  1.60
C  0.76  0.18  2.56
H  -3.98  -3.56  1.32
H  -3.16  -3.05  -0.90
H  -5.37  -1.48  -1.56
H  -3.77  -1.06  -2.08
H  -4.44  0.94  -1.14
H  -5.53  0.25  -0.04
H  -2.83  1.20  0.50
H  -3.61  1.09  2.71
H  -5.69  -0.22  3.08
H  -4.43  -1.35  3.51
H  -5.96  -2.57  2.12
H  -6.03  -1.35  0.88
H  1.15  -0.71  3.05
H  0.44  0.98  3.23
H  1.28  0.50  1.65
P  0.34  2.20  0.26
P  1.30  -0.97  -1.29
N  -1.10  2.99  1.26
N  0.53  3.62  -0.70
N  0.52  -2.07  -0.32
N  1.85  -1.95  -2.56
C  -0.57  1.18  -0.93
C  0.26  0.34  -1.92
C  -1.05  3.02  2.65
C  -2.23  3.54  3.15
C  -3.04  3.90  2.03
C  -2.33  3.52  0.88
C  1.26  4.70  -0.16
C  1.43  5.65  -1.15
C  0.77  5.17  -2.33
C  0.21  3.93  -2.02
C  1.09  -3.16  0.37
C  0.14  -3.79  1.11
C  -1.13  -3.24  0.72
C  -0.86  -2.11  -0.08
C  0.98  -2.83  -3.25
C  1.71  -3.52  -4.22
C  3.07  -3.03  -4.15
C  3.14  -2.08  -3.15
H  -1.23  1.84  -1.52
H  -1.22  0.52  -0.34
H  -0.44  -0.16  -2.59
H  0.90  0.97  -2.56
H  -0.18  2.67  3.18
H  -2.46  3.64  4.20
H  -4.02  4.36  2.09
H  -2.58  3.64  -0.16
H  1.58  4.66  0.87
H  1.98  6.57  -1.04
H  0.75  5.66  -3.29
H  -0.35  3.26  -2.66
H  2.12  -3.48  0.19
H  0.25  -4.58  1.85
H  -2.08  -3.73  0.95
H  -1.55  -1.54  -0.70
H  -0.05  -2.93  -2.98
H  1.34  -4.29  -4.88
H  3.88  -3.36  -4.79
H  3.97  -1.47  -2.83
Cl  9.35  -0.10  0.40
C  7.65  -0.26  0.44
C  6.85  0.52  -0.42
C  5.46  0.32  -0.45
C  4.86  -0.61  0.42
C  5.68  -1.34  1.30
C  7.06  -1.18  1.32
C  3.43  -0.97  0.41
O  2.69  -0.46  -0.69
O  2.89  -1.65  1.27
H  7.36  1.21  -1.08
H  4.84  0.91  -1.13
H  5.26  -2.06  1.99
H  7.68  -1.79  1.97

List of Löwdin charges in e, atom by atom: number 1, Pb, carries 1.425; number 2, C, carries -0.309; number 3, C, carries -0.141; number 4, C, carries -0.183; number 5, C, carries -0.225; number 6, C, carries -0.283; number 7, C, carries -0.366; number 8, C, carries -0.316; number 9, C, carries -0.190; number 10, C, carries -0.134; number 11, H, carries 0.100; number 12, H, carries 0.117; number 13, H, carries 0.128; number 14, H, carries 0.103; number 15, H, carries 0.107; number 16, H, carries 0.102; number 17, H, carries 0.047; number 18, H, carries 0.097; number 19, H, carries 0.115; number 20, H, carries 0.063; number 21, H, carries 0.119; number 22, H, carries 0.108; number 23, H, carries -0.080; number 24, H, carries -0.108; number 25, H, carries -0.167; number 26, P, carries 1.129; number 27, P, carries 0.880; number 28, N, carries -0.179; number 29, N, carries -0.300; number 30, N, carries -0.140; number 31, N, carries -0.160; number 32, C, carries -0.388; number 33, C, carries -0.261; number 34, C, carries -0.173; number 35, C, carries -0.118; number 36, C, carries -0.106; number 37, C, carries -0.171; number 38, C, carries -0.142; number 39, C, carries -0.100; number 40, C, carries -0.099; number 41, C, carries -0.146; number 42, C, carries -0.127; number 43, C, carries -0.077; number 44, C, carries -0.354; number 45, C, carries -0.284; number 46, C, carries -0.103; number 47, C, carries -0.069; number 48, C, carries -0.077; number 49, C, carries -0.088; number 50, H, carries 0.074; number 51, H, carries 0.030; number 52, H, carries 0.097; number 53, H, carries 0.106; number 54, H, carries 0.070; number 55, H, carries 0.088; number 56, H, carries 0.088; number 57, H, carries 0.101; number 58, H, carries 0.104; number 59, H, carries 0.092; number 60, H, carries 0.089; number 61, H, carries 0.093; number 62, H, carries 0.121; number 63, H, carries 0.114; number 64, H, carries 0.049; number 65, H, carries 0.074; number 66, H, carries 0.102; number 67, H, carries 0.094; number 68, H, carries 0.097; number 69, H, carries 0.104; number 70, Cl, carries 0.693; number 71, C, carries -0.678; number 72, C, carries -0.086; number 73, C, carries -0.010; number 74, C, carries -0.131; number 75, C, carries -0.002; number 76, C, carries -0.085; number 77, C, carries -0.380; number 78, O, carries -0.121; number 79, O, carries 0.074; number 80, H, carries 0.107; number 81, H, carries 0.118; number 82, H, carries 0.124; number 83, H, carries 0.110